Entry 1:
Here is a molecular structure, C39H44Cl2N3OP3Ru from the Open Molecules 2025 dataset. Energies are from ωB97M-V/def2-TZVPD.

Cartesian coordinates (Å):
1 C 2.392 4.845 0.330
2 H -2.780 -2.104 -1.743
3 H 1.084 -3.323 0.668
4 H 3.602 2.200 -2.604
5 C 4.307 -4.162 -6.736
6 C 3.954 -1.998 -4.907
7 H 3.870 -0.795 -6.690
8 C -0.137 -2.105 6.946
9 C 0.430 -1.277 4.745
10 H 0.455 0.454 2.537
11 C 1.749 1.937 -1.900
12 H 0.645 6.133 -1.879
13 P -1.657 0.027 -2.105
14 H 3.941 -3.524 -3.408
15 C 3.498 0.734 -4.722
16 H 0.119 -3.371 5.195
17 C 4.029 -3.330 -4.474
18 H 3.226 4.269 -0.074
19 C 0.611 5.043 -1.966
20 H -2.762 1.914 -1.108
21 C 5.945 0.395 -2.218
22 N 0.694 -1.562 3.404
23 H 0.899 -3.697 3.334
24 C -2.386 1.663 -2.098
25 C 4.103 2.734 -6.021
26 C 2.306 -0.587 -2.216
27 N -0.509 -0.310 9.946
28 H -2.095 -0.482 -4.476
29 H 7.489 1.507 -1.166
30 H 4.504 -4.982 -7.434
31 C 2.187 0.904 -5.202
32 C -0.108 -0.774 7.428
33 C 1.038 -2.553 1.447
34 C 0.893 -2.799 2.783
35 C 0.148 -2.346 5.604
36 H 1.437 0.180 -4.898
37 H -0.312 -2.918 7.638
38 H -3.717 -1.114 -2.857
39 H -0.375 4.764 -2.364
40 H 4.310 -5.417 -4.982
41 H -0.357 4.018 1.641
42 C 4.437 1.681 -5.159
43 C -3.113 -1.085 -1.947
44 H 0.676 0.887 4.540
45 H -0.744 0.650 -4.256
46 N 0.790 -1.204 1.246
47 Cl -1.918 -0.124 0.823
48 H 0.308 1.288 6.918
49 C 5.588 -0.401 -3.316
50 C 3.990 -1.801 -6.299
51 C 0.754 -0.616 2.435
52 H 4.263 -2.644 -8.275
53 H -0.515 -1.096 -3.960
54 P 0.847 4.251 -0.360
55 C -0.310 -0.480 8.810
56 H 5.467 1.587 -4.822
57 C 1.818 1.966 -6.023
58 H 0.776 2.079 -6.361
59 C 0.356 1.524 0.001
60 O 3.151 2.313 -1.768
61 C 7.991 -0.480 -3.859
62 P 3.745 -0.707 -3.577
63 H -0.107 1.815 0.958
64 H 2.518 3.693 -7.141
65 C -0.533 4.567 0.709
66 C 0.484 0.027 5.234
67 Ru -0.176 -0.300 -0.627
68 C 1.461 0.461 -1.984
69 C 7.256 0.824 -1.991
70 H 2.380 -1.789 -2.222
71 H -3.733 -0.788 -1.103
72 H 2.537 5.919 0.144
73 C 0.220 0.272 6.552
74 C 8.288 0.407 -2.833
75 H 2.397 4.654 1.410
76 H 5.156 0.704 -1.533
77 H -0.616 5.652 0.867
78 H 6.458 -1.598 -4.874
79 H 9.312 0.765 -2.696
80 Cl -0.280 -2.502 -1.413
81 H -1.430 4.170 0.229
82 H 8.781 -0.829 -4.536
83 H 1.366 2.369 -2.847
84 C 0.976 2.468 -0.746
85 H -3.215 1.752 -2.799
86 C 4.216 -4.396 -5.360
87 C -1.217 -0.250 -3.857
88 H 4.877 3.414 -6.378
89 H -1.661 2.429 -2.373
90 C 2.773 2.893 -6.456
91 H 1.356 4.722 -2.704
92 C 4.181 -2.857 -7.200
93 C 6.668 -0.897 -4.077

Results
HOMO-LUMO gap (spin up / spin down) = 5.12 / 5.26 eV
total charge = +2
2S+1 = 5
expectation value of S² = 6.04

---

Entry 2:
Here is 15 unconnected molecules or ions with the total composition C73H176F30N10O10P5 from the Open Molecules 2025 dataset. Energies are from ωB97M-V/def2-TZVPD.

Cartesian coordinates (Å):
1 P -8.513 -19.918 -30.772
2 F -9.776 -11.978 -25.893
3 H -9.471 -25.198 -30.398
4 C -13.145 -10.490 -31.190
5 C -8.798 -14.594 -29.691
6 C -13.423 -24.420 -32.615
7 H -13.636 -14.913 -18.993
8 H -7.210 -21.262 -23.000
9 C -13.642 -15.581 -23.666
10 H -6.271 -17.147 -27.116
11 H -0.472 -22.746 -24.767
12 F -9.308 -21.063 -31.663
13 H -4.161 -20.763 -22.793
14 H -17.694 -12.802 -27.458
15 H 0.263 -20.707 -25.589
16 F -9.199 -18.698 -31.503
17 F -7.764 -21.081 -29.943
18 C -16.502 -17.708 -22.246
19 H -9.658 -24.508 -27.823
20 H -4.432 -24.415 -31.013
21 H -16.877 -11.248 -27.123
22 H 0.953 -22.229 -21.383
23 O -3.413 -23.556 -24.379
24 H -8.532 -15.550 -24.602
25 H -13.148 -23.359 -29.859
26 H -1.860 -18.368 -20.059
27 C -13.543 -24.995 -31.214
28 C -2.981 -23.536 -25.762
29 H -12.540 -12.997 -18.000
30 H -2.123 -18.493 -26.675
31 C -7.854 -19.406 -26.427
32 C -12.790 -20.167 -30.570
33 N -3.893 -21.099 -30.407
34 H -12.891 -20.991 -31.277
35 O -7.780 -14.001 -28.808
36 H -16.946 -21.128 -25.205
37 C -14.726 -13.186 -24.128
38 H -11.058 -26.264 -24.578
39 H -5.781 -19.396 -26.989
40 C -10.353 -28.394 -22.718
41 C -0.449 -20.715 -24.764
42 H -1.694 -22.124 -23.883
43 O -17.654 -19.445 -26.112
44 H -14.171 -10.258 -30.905
45 P -11.799 -19.924 -22.614
46 H -10.343 -12.279 -29.965
47 N -8.952 -26.679 -24.203
48 C -4.751 -19.828 -30.078
49 H -4.839 -22.599 -29.368
50 H -4.995 -22.024 -19.363
51 H -12.512 -18.714 -28.445
52 H -3.891 -23.647 -26.351
53 O -0.438 -20.891 -22.340
54 C -6.416 -19.910 -26.267
55 P -14.082 -15.774 -27.970
56 C -2.642 -18.145 -27.568
57 C -9.672 -17.795 -26.345
58 H -13.584 -11.616 -28.743
59 H -10.292 -23.432 -24.022
60 H -7.659 -15.992 -26.634
61 H -4.683 -25.133 -24.831
62 H -17.129 -17.443 -26.679
63 F -10.003 -10.573 -24.189
64 H -3.041 -21.075 -29.865
65 C -12.632 -19.763 -28.172
66 H -18.825 -17.974 -26.626
67 F -11.104 -18.497 -22.212
68 H -13.922 -24.974 -33.409
69 C -10.131 -16.762 -25.303
70 H -9.597 -29.666 -21.238
71 H -6.233 -20.779 -19.078
72 H -12.965 -24.830 -29.114
73 C -5.788 -21.436 -19.826
74 C -10.453 -29.002 -21.358
75 H -3.052 -23.784 -30.087
76 H -11.378 -22.470 -31.645
77 H -8.900 -22.293 -27.670
78 C -7.340 -16.934 -27.079
79 H -11.031 -14.477 -29.727
80 H -5.854 -19.080 -22.360
81 H -13.208 -19.271 -31.028
82 H -2.386 -20.718 -20.296
83 C -7.986 -21.515 -21.008
84 F -2.208 -16.615 -24.892
85 O -3.178 -19.204 -28.419
86 H -9.128 -16.647 -23.380
87 H -5.500 -22.151 -31.115
88 H -7.370 -25.605 -25.050
89 H -8.318 -20.799 -20.256
90 F -12.433 -21.353 -22.981
91 H -11.813 -12.912 -27.596
92 H -11.082 -22.313 -29.459
93 H -3.301 -20.621 -18.657
94 H -13.520 -16.364 -24.415
95 H -4.577 -24.759 -23.164
96 H -6.752 -17.564 -24.601
97 C -9.911 -24.428 -23.795
98 H -12.828 -12.798 -29.892
99 C -14.667 -19.005 -18.891
100 H -9.558 -23.065 -29.710
101 H -10.441 -24.593 -22.858
102 H -10.334 -29.274 -23.361
103 H -13.817 -23.405 -32.557
104 F -4.710 -17.098 -22.899
105 C 0.337 -21.341 -21.246
106 H -15.097 -19.785 -18.263
107 C -3.000 -20.153 -19.594
108 C -9.710 -22.680 -27.052
109 F -9.639 -19.948 -29.624
110 H -10.608 -12.587 -19.508
111 C -3.766 -23.562 -30.880
112 H -10.734 -25.950 -29.384
113 H -2.842 -21.314 -25.950
114 C -17.846 -18.076 -26.157
115 N -11.257 -24.136 -30.406
116 H -1.937 -24.087 -33.669
117 H -6.600 -21.564 -27.541
118 F -12.967 -15.477 -29.065
119 H 1.281 -21.110 -23.525
120 H -2.671 -18.275 -18.491
121 C -10.128 -25.714 -24.719
122 F -7.290 -20.005 -31.910
123 F -10.633 -20.162 -23.722
124 H -4.875 -18.967 -19.583
125 H -8.662 -14.062 -30.632
126 F -9.199 -12.722 -23.749
127 H -9.669 -14.330 -21.033
128 C -10.827 -16.725 -18.023
129 H 1.069 -20.643 -20.839
130 H -7.692 -16.901 -28.110
131 F -12.991 -16.432 -26.931
132 H -10.183 -18.714 -26.059
133 F -13.784 -14.356 -27.334
134 H -5.331 -22.042 -22.390
135 C -8.791 -27.852 -25.211
136 H -10.328 -21.806 -26.848
137 H -8.118 -18.514 -24.101
138 H -13.063 -15.355 -17.515
139 H -1.691 -24.869 -32.234
140 H -17.485 -17.829 -22.700
141 H -17.087 -19.784 -24.159
142 H -6.313 -13.432 -30.046
143 O -12.240 -10.792 -30.178
144 H -14.393 -12.263 -25.937
145 H -9.602 -14.841 -19.396
146 H -16.056 -18.693 -22.100
147 H -8.706 -15.669 -29.843
148 H -11.292 -16.975 -17.069
149 N -5.221 -20.491 -20.885
150 C -3.922 -18.679 -29.559
151 C -4.702 -22.461 -30.440
152 H -11.360 -11.237 -27.634
153 F -15.197 -15.212 -29.007
154 F -13.056 -19.516 -21.746
155 H -10.746 -26.194 -31.113
156 C -10.306 -14.627 -20.200
157 C -2.178 -18.948 -19.193
158 H -13.947 -17.163 -22.214
159 H -13.607 -16.890 -20.134
160 H -16.076 -12.684 -27.905
161 H -12.997 -18.862 -26.185
162 H -9.920 -25.609 -25.784
163 H -11.900 -23.772 -33.893
164 F -2.333 -17.415 -22.668
165 F -14.417 -17.297 -28.500
166 C -11.888 -24.237 -32.908
167 H -12.748 -9.634 -31.736
168 C -6.372 -19.718 -21.644
169 H -10.014 -17.553 -27.351
170 C -10.560 -23.260 -29.327
171 H -11.300 -29.684 -21.278
172 C -15.272 -12.349 -25.298
173 H -7.266 -23.013 -19.536
174 C -11.092 -23.503 -31.844
175 H -12.799 -18.678 -17.849
176 C -2.487 -24.345 -32.764
177 H -12.703 -15.148 -23.320
178 H -11.839 -15.739 -21.217
179 H -14.776 -15.804 -21.766
180 H -8.153 -19.678 -27.439
181 H 0.644 -19.512 -23.225
182 H -14.588 -25.160 -30.951
183 C -14.557 -16.380 -22.665
184 H -8.839 -22.071 -21.396
185 C -11.958 -13.807 -18.438
186 H -12.853 -20.685 -26.165
187 H -2.374 -24.418 -25.964
188 N -1.194 -22.040 -24.756
189 C -7.753 -25.753 -24.040
190 H -13.802 -14.520 -25.416
191 C -8.363 -24.389 -23.533
192 C -10.191 -14.173 -29.102
193 H -6.808 -19.096 -20.863
194 C -11.538 -12.103 -28.273
195 C -7.834 -17.645 -24.695
196 P -10.556 -12.098 -24.451
197 C -13.204 -19.801 -26.698
198 N -8.145 -17.959 -26.186
199 H -15.216 -18.563 -25.140
200 C -12.701 -11.874 -29.327
201 C -6.869 -22.395 -20.341
202 H -8.245 -27.545 -26.103
203 H -10.011 -23.537 -31.985
204 C -8.869 -16.573 -24.436
205 H -15.251 -20.684 -27.094
206 C -10.527 -25.461 -30.336
207 C -12.734 -24.346 -30.063
208 H -4.663 -17.933 -29.270
209 H -13.773 -12.692 -23.936
210 H -8.165 -27.913 -22.644
211 H -6.972 -26.257 -23.472
212 H -7.060 -21.960 -25.876
213 H -5.358 -19.692 -30.973
214 H -10.475 -16.677 -20.764
215 H -5.737 -13.892 -28.448
216 F -10.923 -13.659 -24.606
217 H -15.480 -11.350 -24.914
218 H -15.325 -13.070 -23.225
219 C -6.460 -14.137 -29.227
220 O -16.437 -12.884 -25.816
221 N -10.300 -12.625 -29.017
222 P -3.384 -16.976 -23.839
223 C -2.204 -22.198 -25.949
224 H -10.208 -15.843 -17.861
225 H -13.976 -17.355 -17.689
226 H -13.175 -11.362 -31.843
227 H -9.808 -28.134 -25.481
228 C -7.430 -20.618 -22.148
229 O -13.340 -20.458 -29.249
230 H -3.343 -17.422 -27.152
231 H -10.421 -15.886 -25.883
232 H -11.584 -20.048 -28.086
233 H -10.442 -28.205 -20.615
234 C -10.435 -23.743 -27.820
235 O -15.730 -16.942 -23.201
236 F -15.229 -15.906 -26.813
237 H -7.779 -23.580 -23.973
238 H -11.709 -20.061 -30.475
239 H -9.406 -12.343 -28.640
240 C 0.355 -20.548 -23.402
241 N -14.774 -19.865 -26.746
242 C -16.765 -12.332 -27.137
243 H -11.434 -25.208 -33.109
244 H -8.217 -28.648 -24.735
245 H -13.284 -26.048 -31.326
246 H -8.200 -24.275 -22.462
247 H -11.898 -13.118 -20.493
248 H -6.004 -19.715 -25.277
249 H -1.168 -19.935 -25.014
250 F -11.326 -12.095 -23.033
251 H -3.400 -25.697 -23.990
252 C -12.803 -17.317 -19.534
253 C -11.222 -13.465 -19.712
254 H -1.324 -19.422 -18.709
255 C -6.328 -21.439 -26.493
256 C -12.681 -15.119 -18.508
257 H -1.911 -17.653 -28.209
258 H -3.686 -21.861 -21.587
259 F -11.823 -11.629 -25.296
260 C -11.122 -15.875 -20.407
261 F -4.558 -16.540 -24.896
262 H -3.304 -24.999 -33.067
263 H -3.972 -18.744 -21.024
264 F -7.554 -18.944 -29.907
265 H -9.335 -23.042 -26.095
266 C -4.220 -19.495 -20.275
267 C -13.533 -18.072 -18.380
268 H -12.242 -18.042 -20.124
269 H -14.237 -19.627 -19.676
270 H -3.501 -20.946 -31.325
271 H -8.229 -20.007 -22.568
272 H -5.406 -20.110 -29.253
273 F -3.536 -18.479 -24.415
274 H -10.316 -17.622 -18.373
275 H -11.301 -27.864 -22.804
276 H -11.256 -13.864 -17.606
277 C -4.574 -21.370 -21.987
278 N -11.847 -16.268 -19.097
279 H -5.276 -21.712 -26.409
280 H -8.484 -20.064 -25.828
281 H -11.346 -24.094 -27.336
282 N -14.374 -14.559 -24.584
283 F -3.311 -15.467 -23.116
284 F -10.952 -20.547 -21.406
285 O -3.083 -23.215 -32.078
286 H -10.971 -17.092 -24.691
287 H -0.282 -21.612 -20.390
288 H -16.611 -17.279 -21.250
289 H -15.067 -19.073 -27.299
290 H -3.280 -18.261 -30.334
291 H -15.484 -18.359 -19.213
292 H -14.673 -20.063 -24.547
293 C -16.771 -20.053 -25.167
294 H -9.384 -26.762 -22.077
295 H -15.192 -15.080 -24.863
296 H -10.361 -14.582 -28.106
297 C -3.981 -24.779 -24.076
298 F -12.616 -19.262 -23.863
299 H -6.496 -23.165 -21.016
300 C -15.320 -19.634 -25.312
301 C -9.119 -27.444 -22.885
302 H -1.640 -22.221 -26.881
303 H -6.021 -15.066 -29.591
304 H -17.983 -17.840 -25.101

Results
HOMO-LUMO gap = 7.67 eV
total charge = +5

---

One value per record, in order, for electronic energy: -3790.65652 -8888.88244 Ha.
One value per record, in order, for F_max: 7.69 4.72 eV/Å.